(1)
Here is C9H9NO4 in the gas phase from the Open Molecules 2025 dataset. Energies are from ωB97M-V with the def2-TZVPD basis set.

XYZ file:
```
23
Properties=species:S:1:pos:R:3
O -2.88 -2.32 -0.53
O -0.94 0.63 -2.50
O 1.20 -0.35 1.45
O -0.76 -2.51 -1.17
C -1.77 -1.88 -0.57
C -0.13 0.58 -1.57
C 0.93 0.07 0.32
C 1.26 0.98 -1.75
C 1.89 0.67 -0.58
C -1.42 -0.64 0.14
C -2.10 -0.28 1.29
N -0.32 0.14 -0.28
C 3.38 0.78 -0.34
C -1.81 0.94 2.18
H -1.18 -3.35 -1.47
H 1.62 1.43 -2.66
H -2.89 -0.94 1.63
H 3.53 1.37 0.55
H 3.89 1.23 -1.22
H 3.80 -0.21 -0.17
H -1.19 0.59 3.03
H -1.36 1.75 1.63
H -2.73 1.33 2.59
```

Calculated values
SMILES: C/C=C(/C(=O)O)N1C(=O)C=C(C)C1=O
Energy above the lowest of the compared OMol25 structures with the same formula, charge and spin in eV: 0.000
Lowest unoccupied orbital energy in eV: -0.812
Total charge: 0
Frontier orbital gap in eV: 9.1



(2)
Here is C9H9NOS in the gas phase from the Open Molecules 2025 dataset. Energies are from ωB97M-V with the def2-TZVPD basis set.

XYZ file:
```
21
Properties=species:S:1:pos:R:3
C 3.34 0.55 -0.14
C 2.85 -0.55 0.57
C 2.43 1.51 -0.63
C 1.46 -0.69 0.72
C 1.10 1.56 -0.22
C 0.57 0.40 0.51
C -2.91 -0.86 -0.52
C -1.81 -1.47 -0.85
C -3.28 0.22 0.43
N -0.67 0.29 0.86
O -1.78 1.84 -0.83
S -1.80 1.44 0.57
H 4.31 0.47 -0.34
H 3.44 -1.30 0.82
H 2.87 2.26 -1.33
H 1.19 -1.69 1.09
H 0.53 2.39 -0.55
H -3.68 -1.10 -1.22
H -1.23 -2.13 -1.40
H -4.02 1.02 -0.01
H -3.65 -0.21 1.43
```

Calculated values
Energy above the lowest of the compared OMol25 structures with the same formula, charge and spin in eV: 6.443
Lowest unoccupied orbital energy (alpha / beta) in eV: 0.387 / -1.687
Total charge: 0
Frontier orbital gap (alpha / beta) in eV: 8.5 / 6.0



(3)
Here is a gas-phase ion, C9HF4N2O2 (charge -1) from the Open Molecules 2025 dataset. Energies are from ωB97M-V with the def2-TZVPD basis set.

XYZ file:
```
18
Properties=species:S:1:pos:R:3
F 1.02 2.44 2.04
C -0.04 2.15 1.26
C -0.31 2.88 0.14
F 0.48 3.90 -0.24
C -1.48 2.61 -0.68
O -1.71 3.23 -1.73
C -2.38 1.58 -0.17
F -3.52 1.38 -0.85
C -2.08 0.85 0.94
F -2.92 -0.11 1.41
C -0.88 1.09 1.64
O -0.54 0.32 2.71
C 0.13 -0.93 2.37
C 1.37 -0.91 3.13
N 2.30 -0.83 3.82
C 0.45 -1.00 0.95
N 0.67 -1.07 -0.20
H -0.50 -1.77 2.69
```

Calculated values
SMILES: N#CC(C#N)Oc1c(F)c(F)c([O-])c(F)c1F
Energy above the lowest of the compared OMol25 structures with the same formula, charge and spin in eV: 0.000
Lowest unoccupied orbital energy in eV: 2.995
Total charge: -1
Frontier orbital gap in eV: 6.6



(4)
Here is a molecular structure, CAg4O3 from the Open Molecules 2025 dataset. Energies are from ωB97M-V with the def2-TZVPD basis set.

XYZ file:
```
8
Properties=species:S:1:pos:R:3
Ag 13.87 -6.12 -0.60
Ag 17.05 -4.62 -3.66
Ag 14.18 -3.34 -2.75
Ag 19.23 -6.13 0.94
C 16.49 -4.94 -0.55
O 15.84 -4.41 -1.58
O 17.70 -5.14 -0.56
O 15.75 -5.21 0.46
```

Calculated values
Energy above the lowest of the compared OMol25 structures with the same formula, charge and spin in eV: 0.000
Lowest unoccupied orbital energy in eV: -9.346
Total charge: +2
Frontier orbital gap in eV: 6.6



(5)
Here is a molecular structure, CBeF3 from the Open Molecules 2025 dataset. Energies are from ωB97M-V with the def2-TZVPD basis set.

XYZ file:
```
5
Properties=species:S:1:pos:R:3
C -0.08 0.32 -0.16
F 0.99 0.55 -0.88
F -0.12 1.38 0.60
Be -1.19 -0.96 0.28
F 0.40 -1.29 0.17
```

Calculated values
Lowest unoccupied orbital energy (alpha / beta) in eV: -0.049 / -0.321
Spin multiplicity: 2
Total charge: 0
Frontier orbital gap (alpha / beta) in eV: 7.2 / 11.2



(6)
Here is a molecular structure, CBr2Cl2S from the Open Molecules 2025 dataset. Energies are from ωB97M-V with the def2-TZVPD basis set.

XYZ file:
```
6
Properties=species:S:1:pos:R:3
C 0.27 -0.11 -0.43
S 0.51 0.37 1.28
Cl -0.80 0.75 -1.51
Cl -1.41 0.26 1.84
Br 2.14 -0.03 -1.01
Br -0.27 -2.09 -0.41
```

Calculated values
Energy above the lowest of the compared OMol25 structures with the same formula, charge and spin in eV: 0.000
Lowest unoccupied orbital energy in eV: -0.540
Total charge: 0
Frontier orbital gap in eV: 9.2